C19H41F6N5O8P | ωB97M-V/def2-TZVPD

Cartesian coordinates (Å):
P1 -0.0401 -0.6969 0.5271
F1 1.1806 -0.1650 1.4528
F2 0.7065 0.0455 -0.7302
F3 -0.6736 -1.4303 1.8232
F4 0.7058 -2.0565 0.1026
F5 -0.8597 0.6864 0.7923
F6 -1.3392 -1.1672 -0.3284
O1 4.8836 2.3114 3.7868
O2 -3.9181 0.7680 -2.2358
O3 -2.1077 3.5571 -1.2096
O4 1.3089 3.6009 -4.4918
O5 5.1781 4.4033 3.0006
O6 3.7178 3.0050 2.0304
O7 2.2492 -5.7857 -0.2888
O8 -4.5372 -1.5428 1.1400
N1 -4.3097 -1.4168 -2.7633
N2 0.2857 1.6544 -3.8947
N3 -3.9835 -1.1800 3.3213
N4 -0.1752 3.9001 -0.0510
N5 3.6911 -4.2328 0.5287
C1 -0.9504 1.0119 -3.4810
C2 4.6515 3.3450 2.9178
C3 2.4653 -4.7371 0.2903
C4 -4.8113 -2.6567 -2.2365
C5 -2.9075 -0.8220 4.2156
C6 -0.6092 5.0677 0.6669
C7 3.7032 0.9479 0.8061
C8 3.3819 1.5850 2.1406
C9 4.3980 1.1184 3.1926
C10 -4.6242 -1.1377 -4.1341
C11 -3.9310 -0.3960 -1.9179
C12 1.2386 3.5448 0.0163
C13 3.8449 -2.9060 1.1033
C14 4.8670 -4.9219 0.0896
C15 -3.8479 -1.0011 1.9889
C16 0.3002 2.9582 -4.2405
C17 -5.0215 -2.0018 3.8603
C18 -0.9694 3.2428 -0.9296
C19 1.5151 0.9116 -3.6845
H1 -3.2759 -0.3839 5.1437
H2 -3.5970 -0.8325 -0.9689
H3 -4.4042 -0.1040 -4.3915
H4 4.5162 -2.9587 1.9683
H5 -1.1509 0.1954 -4.1953
H6 3.6518 -0.1367 0.7687
H7 -5.8321 -2.8490 -2.5821
H8 -2.2918 -0.0601 3.7335
H9 -4.1913 -3.5257 -2.4881
H10 3.0294 1.2738 0.0111
H11 -4.8555 -2.6311 -1.1452
H12 -0.9779 0.5280 -2.5048
H13 2.8870 -2.4666 1.3560
H14 5.6208 -4.1875 -0.2127
H15 -1.6958 5.0630 0.7504
H16 -0.2316 5.0383 1.6940
H17 4.6411 -5.5262 -0.7837
H18 -3.0416 -0.3160 1.6940
H19 -5.7910 -2.1992 3.1153
H20 1.6678 -4.0948 0.6885
H21 -3.9923 -1.7491 -4.7911
H22 2.3422 1.5837 2.4436
H23 4.6839 1.3189 0.4979
H24 3.9493 0.4404 3.9164
H25 1.2932 -0.1392 -3.8582
H26 5.2306 0.6027 2.7101
H27 -5.6763 -1.3122 -4.3779
H28 1.9166 1.0778 -2.6860
H29 -4.6396 -2.9773 4.1800
H30 5.2968 -5.5092 0.9054
H31 -0.4908 2.3572 -1.3675
H32 -1.8018 1.6875 -3.5385
H33 2.2389 1.2443 -4.4293
H34 1.3526 2.7837 0.7955
H35 1.5057 3.0268 -0.9035
H36 -0.7121 3.3882 -4.2589
H37 -5.5208 -1.4907 4.6868
H38 1.8666 4.3970 0.2495
H39 -2.2709 -1.6865 4.4200
H40 4.3866 -2.2880 0.3758
H41 -0.2922 6.0063 0.2022

- Charge: -1
- LUMO: 0.087 Eh
- ΔE to the lowest compared entry with this formula, charge and spin: 0.0 kcal/mol
- Molar mass: 612.5 g/mol
- E_tot: -2565.17804 a.u.

C19H41I2N4O8 | ωB97M-V/def2-TZVPD

Cartesian coordinates (Å):
I1 5.1111 0.1573 -0.2729
I2 3.8022 -0.1271 2.7963
O1 -4.4161 1.7582 4.5263
O2 -3.7716 -1.2354 4.4487
O3 -1.9693 -3.9871 0.4008
O4 1.7811 0.1330 -5.5038
O5 2.0774 3.0149 -4.5072
O6 3.1471 2.4710 -7.3388
O7 -0.1222 -3.6016 1.4049
O8 -4.6677 0.2766 7.2103
N1 0.5672 -0.4735 -1.4474
N2 0.5244 -2.8527 -1.2718
N3 0.2096 -1.2942 0.6221
N4 -1.4360 -4.1354 1.4274
C1 2.0640 -1.0624 -4.8169
C2 1.3622 -0.4143 0.8854
C3 -0.2752 -2.1964 1.6642
C4 -4.1873 0.6683 8.4811
C5 4.5084 -2.7351 0.3789
C6 -4.1942 -2.2062 3.5114
C7 0.8097 0.9284 -4.8359
C8 1.3642 0.3755 -0.4874
C9 -5.5566 1.2336 6.6506
C10 -3.0433 -0.1718 3.8532
C11 -3.1691 1.0967 4.6802
C12 0.9872 2.3960 -5.1819
C13 -5.5513 1.1434 5.1343
C14 3.3890 2.6616 -4.9428
C15 2.9505 3.2297 -8.5160
C16 0.4089 -1.7105 -0.6888
C17 2.6802 -1.1916 1.2469
C18 3.6481 -1.4559 0.0156
C19 3.7558 3.2285 -6.3035
H1 2.8622 -1.5775 -5.3494
H2 -1.9865 -0.4758 3.8070
H3 -5.2743 2.2474 6.9535
H4 -5.6750 0.1163 4.7926
H5 5.4163 -2.6888 -0.2546
H6 2.4706 -2.1871 1.6958
H7 2.4121 -0.8487 -3.7981
H8 0.6334 -3.7506 -0.8161
H9 4.0629 3.1072 -4.2072
H10 -3.6780 1.6361 8.4242
H11 1.1773 -1.7095 -4.7851
H12 2.4257 2.6025 -9.2348
H13 0.5876 -2.8506 -2.2867
H14 3.9108 3.5372 -8.9419
H15 -4.8121 -1.7471 2.7315
H16 0.9374 1.3919 -0.3714
H17 -3.4688 -0.0797 8.8127
H18 -6.5638 1.0119 7.0232
H19 -5.0075 0.7231 9.2037
H20 -0.1811 0.5891 -5.1643
H21 0.8902 0.8037 -3.7501
H22 -1.3241 -1.9575 1.9379
H23 -3.3325 -2.7128 3.0593
H24 -6.4112 1.7076 4.7671
H25 -0.3784 -0.1012 -1.3039
H26 0.3077 -1.9808 2.5879
H27 -4.8009 -2.9410 4.0374
H28 1.0486 2.5528 -6.2588
H29 3.1068 -1.6753 -0.9265
H30 3.5418 1.5830 -4.9028
H31 -2.9445 0.9163 5.7318
H32 3.9553 -3.6598 0.1312
H33 1.2478 0.2789 1.7436
H34 0.0970 2.9272 -4.8353
H35 4.8216 -2.6676 1.4346
H36 -3.4073 0.0239 2.8363
H37 2.3458 0.5702 -0.9533
H38 4.8424 3.1686 -6.4404
H39 3.4424 4.2765 -6.3549
H40 2.3352 4.1123 -8.3129
H41 -2.4216 1.8058 4.3138

- Charge: +1
- LUMO: -0.156 Eh
- Molar mass: 707.4 g/mol
- E_tot: -2164.34750 a.u.

C19H42Cl4 | ωB97M-V/def2-TZVPD

Cartesian coordinates (Å):
Cl1 -13.7650 13.5049 21.7527
Cl2 -15.3487 15.8818 22.2410
Cl3 -16.6276 13.1668 22.2773
Cl4 -15.7129 14.4612 19.7994
C1 -18.7009 8.3270 26.6582
C2 -17.1582 10.0433 27.8860
C3 -14.7498 9.9434 26.8778
C4 -11.7136 17.0024 17.8706
C5 -13.8910 18.0951 16.6548
C6 -22.4593 6.9117 18.2871
C7 -22.5117 8.4281 18.7349
C8 -15.8040 9.3232 27.9098
C9 -12.7469 17.0481 16.6802
C10 -14.8112 18.1750 15.3800
C11 -22.0991 9.8164 20.9995
C12 -23.1168 5.1169 16.3653
C13 -10.7472 18.1509 17.9714
C14 -17.9978 9.6547 26.6651
C15 -23.0889 6.5945 16.8114
C16 -15.4846 16.7709 15.1418
C17 -13.5018 9.0365 26.7902
C18 -22.0014 8.4472 20.1907
C19 -15.3620 14.2037 21.5636
H1 -24.1250 6.9324 16.8332
H2 -15.4071 9.3308 28.9249
H3 -22.1412 4.6820 16.1482
H4 -16.9870 11.1044 27.7047
H5 -11.2270 19.0782 18.2847
H6 -19.3524 8.1694 27.5177
H7 -15.9102 16.5406 16.1185
H8 -14.7756 15.9814 14.8926
H9 -22.4029 7.5911 20.7328
H10 -14.4340 18.0275 17.5976
H11 -11.1127 16.0930 17.8641
H12 -10.3383 18.3382 16.9785
H13 -21.4405 10.5925 20.6099
H14 -20.9290 8.2707 20.2730
H15 -16.2407 16.7192 14.3584
H16 -13.1662 9.0275 25.7532
H17 -19.2881 8.3308 25.7400
H18 -23.7709 4.9184 15.5163
H19 -18.0238 7.4880 26.4974
H20 -12.2418 17.1052 15.7159
H21 -18.8148 10.3662 26.5450
H22 -17.4893 9.6864 25.7015
H23 -13.4330 19.0776 16.7686
H24 -23.0790 10.2664 21.1588
H25 -15.8930 8.2428 27.7959
H26 -12.6830 9.2990 27.4601
H27 -23.4581 8.9689 18.7436
H28 -21.9136 9.0395 18.0593
H29 -14.4889 10.9956 26.9914
H30 -13.2510 16.0942 16.5247
H31 -22.5154 7.1810 16.0937
H32 -15.3343 9.9357 25.9578
H33 -12.4044 17.0179 18.7136
H34 -15.5550 18.9263 15.6452
H35 -22.9172 6.1253 18.8872
H36 -13.5895 8.0422 27.2282
H37 -21.4109 6.6255 18.2023
H38 -21.8136 9.8134 22.0514
H39 -14.3520 18.5696 14.4736
H40 -17.7986 9.7748 28.7261
H41 -9.9710 18.0202 18.7255
H42 -23.4834 4.5028 17.1879

- LUMO: 0.001 Eh
- ΔE to the lowest compared entry with this formula, charge and spin: 43.2 kcal/mol
- Molar mass: 412.4 g/mol
- E_tot: -2589.79002 a.u.

C19H42CoNO3P3 | ωB97M-V/def2-TZVPD

Cartesian coordinates (Å):
Co1 1.5207 0.2229 -1.8086
P1 -2.6225 -1.3725 0.4199
P2 2.2550 -0.1374 0.5619
P3 2.2753 -1.5298 -2.6857
O1 -2.8700 2.2797 -0.5707
O2 -2.0953 0.4260 3.6829
O3 -2.1877 1.9101 1.9737
N1 -2.5911 1.9497 5.5150
C1 -3.9157 -1.4749 1.7162
C2 -2.2446 1.5853 3.1891
C3 -0.0663 0.7817 -0.9732
C4 -0.3531 1.5023 -3.1807
C5 -1.1425 1.2129 -1.8768
C6 1.0558 1.8309 -2.7438
C7 -1.6366 2.3820 -1.0682
C8 0.5847 3.1448 -0.5677
C9 -3.4414 -2.4044 -0.8576
C10 4.0636 -1.4969 -3.0870
C11 1.0413 0.2896 1.8746
C12 3.5347 1.1096 0.9999
C13 2.9791 -1.6830 1.1677
C14 -1.4616 -2.6160 1.1294
C15 -0.7648 3.3967 -0.5960
C16 2.1253 -3.0975 -1.7570
C17 1.5241 -1.9798 -4.2888
C18 -2.5065 2.6832 4.2216
C19 1.0049 1.8683 -1.1706
H1 -3.5323 2.0225 5.8984
H2 -0.3768 0.4693 0.0159
H3 -1.9602 0.5018 -2.0389
H4 2.2237 -2.4756 1.1762
H5 -4.3004 -2.5017 1.7886
H6 3.3443 -1.5118 2.1866
H7 -2.7133 -2.6595 -1.6372
H8 2.0862 1.5500 -0.9211
H9 -1.9434 2.3519 6.2035
H10 -0.3913 0.6337 -3.8568
H11 0.5116 1.2267 1.6579
H12 -3.4436 3.2058 4.0242
H13 1.2750 -3.0471 -1.0673
H14 1.9573 -3.9161 -2.4662
H15 -2.8175 2.2818 0.3989
H16 4.5898 -2.2615 -2.5058
H17 -3.4893 -1.1455 2.6729
H18 -2.3418 0.9534 5.2390
H19 -0.5046 -2.5390 0.5923
H20 -1.2952 -2.3921 2.1926
H21 4.4797 -0.5125 -2.8468
H22 1.4126 2.7922 -3.1257
H23 3.0418 -3.2889 -1.1886
H24 -0.7888 2.3377 -3.7458
H25 -1.6854 3.3980 4.2475
H26 -4.7278 -0.7903 1.4393
H27 4.1936 -1.6905 -4.1574
H28 0.5227 -1.5397 -4.3595
H29 3.0973 2.1177 1.0174
H30 3.8143 -1.9828 0.5282
H31 1.8173 1.0760 -3.1520
H32 -1.2115 4.3061 -0.1800
H33 -4.2493 -1.8168 -1.3130
H34 -3.8522 -3.3186 -0.4109
H35 2.1511 -1.5938 -5.1003
H36 0.2887 -0.5043 1.9804
H37 1.5754 0.4169 2.8256
H38 -1.8690 -3.6306 1.0153
H39 4.3615 1.0849 0.2793
H40 3.9097 0.8593 2.0016
H41 1.4440 -3.0697 -4.3698
H42 1.3311 3.8194 -0.1579

- Charge: +3
- LUMO (alpha / beta): -0.358 / -0.441 Eh
- Spin multiplicity: 5
- Molar mass: 484.4 g/mol
- E_tot: -3435.29639 a.u.

Copy entry 4 word for word.
C19H42CoNO3P3 | ωB97M-V/def2-TZVPD

Cartesian coordinates (Å):
Co1 1.5207 0.2229 -1.8086
P1 -2.6225 -1.3725 0.4199
P2 2.2550 -0.1374 0.5619
P3 2.2753 -1.5298 -2.6857
O1 -2.8700 2.2797 -0.5707
O2 -2.0953 0.4260 3.6829
O3 -2.1877 1.9101 1.9737
N1 -2.5911 1.9497 5.5150
C1 -3.9157 -1.4749 1.7162
C2 -2.2446 1.5853 3.1891
C3 -0.0663 0.7817 -0.9732
C4 -0.3531 1.5023 -3.1807
C5 -1.1425 1.2129 -1.8768
C6 1.0558 1.8309 -2.7438
C7 -1.6366 2.3820 -1.0682
C8 0.5847 3.1448 -0.5677
C9 -3.4414 -2.4044 -0.8576
C10 4.0636 -1.4969 -3.0870
C11 1.0413 0.2896 1.8746
C12 3.5347 1.1096 0.9999
C13 2.9791 -1.6830 1.1677
C14 -1.4616 -2.6160 1.1294
C15 -0.7648 3.3967 -0.5960
C16 2.1253 -3.0975 -1.7570
C17 1.5241 -1.9798 -4.2888
C18 -2.5065 2.6832 4.2216
C19 1.0049 1.8683 -1.1706
H1 -3.5323 2.0225 5.8984
H2 -0.3768 0.4693 0.0159
H3 -1.9602 0.5018 -2.0389
H4 2.2237 -2.4756 1.1762
H5 -4.3004 -2.5017 1.7886
H6 3.3443 -1.5118 2.1866
H7 -2.7133 -2.6595 -1.6372
H8 2.0862 1.5500 -0.9211
H9 -1.9434 2.3519 6.2035
H10 -0.3913 0.6337 -3.8568
H11 0.5116 1.2267 1.6579
H12 -3.4436 3.2058 4.0242
H13 1.2750 -3.0471 -1.0673
H14 1.9573 -3.9161 -2.4662
H15 -2.8175 2.2818 0.3989
H16 4.5898 -2.2615 -2.5058
H17 -3.4893 -1.1455 2.6729
H18 -2.3418 0.9534 5.2390
H19 -0.5046 -2.5390 0.5923
H20 -1.2952 -2.3921 2.1926
H21 4.4797 -0.5125 -2.8468
H22 1.4126 2.7922 -3.1257
H23 3.0418 -3.2889 -1.1886
H24 -0.7888 2.3377 -3.7458
H25 -1.6854 3.3980 4.2475
H26 -4.7278 -0.7903 1.4393
H27 4.1936 -1.6905 -4.1574
H28 0.5227 -1.5397 -4.3595
H29 3.0973 2.1177 1.0174
H30 3.8143 -1.9828 0.5282
H31 1.8173 1.0760 -3.1520
H32 -1.2115 4.3061 -0.1800
H33 -4.2493 -1.8168 -1.3130
H34 -3.8522 -3.3186 -0.4109
H35 2.1511 -1.5938 -5.1003
H36 0.2887 -0.5043 1.9804
H37 1.5754 0.4169 2.8256
H38 -1.8690 -3.6306 1.0153
H39 4.3615 1.0849 0.2793
H40 3.9097 0.8593 2.0016
H41 1.4440 -3.0697 -4.3698
H42 1.3311 3.8194 -0.1579

- Charge: +3
- LUMO (alpha / beta): -0.358 / -0.441 Eh
- Spin multiplicity: 5
- Molar mass: 484.4 g/mol
- E_tot: -3435.29639 a.u.

Q: The lowest E_tot belongs to which entry?
A: C19H42CoNO3P3

Q: Which of these has the lowest molar mass?
A: C19H42Cl4

Q: Number 2 is which compound?
A: C19H41I2N4O8